Molecular formula: C29H26AsN4O3S2Sr
Method: DFT, the ωB97M-V functional and the def2-TZVPD basis

E_HOMO (alpha / beta) = -2.0 / -2.0 eV
Energy = -4627.89941 Eh
Relative energy (zero: lowest compared OMol25 entry of this formula, charge and spin) = 341.7 kcal/mol
Largest force on an atom = 9.5 eV/Å

```
! RIJCOSX wB97M-V def2-TZVPD def2/J DEFGRID3
* xyz -1 1
Sr 1.148 -0.474 1.170
O -3.052 4.825 0.499
C -3.177 4.208 -0.695
C -3.760 4.931 -1.728
C -3.934 4.375 -2.985
C -3.556 3.057 -3.205
C -2.983 2.324 -2.180
C -2.739 2.879 -0.916
C -2.023 2.167 0.127
O -1.686 0.787 0.003
N -1.697 2.699 1.250
N -1.139 1.912 2.159
C 0.011 2.321 2.669
C 0.679 1.616 3.746
C 1.455 2.316 4.687
C 2.068 1.678 5.746
C 1.941 0.295 5.863
C 1.224 -0.419 4.910
C 0.563 0.205 3.846
O -0.123 -0.452 2.884
H -2.486 4.232 1.059
H -4.058 5.951 -1.519
H -4.368 4.964 -3.784
H -3.687 2.601 -4.178
H -2.700 1.299 -2.370
H 0.513 3.201 2.261
H 1.537 3.391 4.571
H 2.639 2.240 6.475
H 2.408 -0.232 6.685
H 1.152 -1.489 5.034
N 4.444 0.239 -6.815
C 3.674 0.111 -5.960
C 2.706 -0.030 -4.920
C 1.399 -0.470 -5.233
C 0.435 -0.514 -4.254
C 0.733 -0.127 -2.930
C 2.068 0.239 -2.609
C 3.029 0.294 -3.588
C -0.293 0.013 -1.950
C -0.869 0.387 -0.946
H 1.164 -0.754 -6.250
H -0.575 -0.818 -4.501
H 2.290 0.500 -1.582
H 4.039 0.601 -3.344
S 0.408 -4.251 -2.900
C 1.800 -3.330 -2.520
C 1.450 -2.052 -2.230
N 0.103 -1.787 -2.303
C -0.560 -2.840 -2.647
H 2.778 -3.783 -2.528
H 2.094 -1.243 -1.904
H -1.632 -2.875 -2.784
C -0.982 -2.880 3.923
As 0.399 -2.749 2.577
C 0.533 -4.670 2.227
C -0.230 -2.207 0.842
S 2.410 -2.166 2.425
H -1.271 -3.929 3.962
H -1.829 -2.275 3.610
H -0.665 -2.552 4.907
H -0.416 -5.049 1.841
H 0.740 -5.169 3.174
H 1.324 -4.920 1.528
H -0.921 -2.911 0.389
H 0.730 -2.221 0.315
H -0.678 -1.219 0.894
*
```